Entry 1:
{"formula": "C26H40Br2O18", "method": "ωB97M-V/def2-TZVPD", "elements": ["C", "H", "H", "O", "H", "C", "C", "C", "H", "H", "C", "C", "O", "H", "H", "Br", "O", "C", "H", "O", "C", "C", "H", "H", "O", "O", "H", "C", "H", "H", "O", "H", "C", "H", "Br", "H", "H", "C", "O", "H", "H", "C", "H", "C", "H", "C", "O", "H", "O", "H", "H", "C", "H", "O", "H", "C", "H", "H", "C", "C", "H", "H", "H", "H", "H", "H", "H", "O", "O", "C", "O", "H", "O", "H", "C", "C", "H", "C", "H", "C", "O", "O", "C", "C", "O", "H"], "coordinates": [[-1.81, -4.31, 3.66], [0.42, 0.65, -1.00], [9.32, -1.81, -1.79], [-2.16, -3.62, 8.34], [-2.18, 2.17, -0.65], [-0.03, 1.75, 1.72], [-1.72, -3.73, 7.20], [-3.65, 6.80, -5.72], [0.50, -4.30, -1.57], [-5.43, 5.79, -6.53], [8.44, -3.21, -0.43], [-0.06, -3.47, 5.64], [5.57, -1.41, -1.00], [3.27, 4.77, 7.49], [8.93, -3.41, 0.52], [0.13, -3.75, -4.02], [4.64, 2.90, 5.46], [5.00, 2.92, 7.90], [-2.51, -5.11, 3.40], [-5.82, -2.26, -3.16], [-7.94, -2.95, -2.64], [8.92, -1.84, -0.77], [-3.75, 5.26, -8.17], [-3.49, 5.98, -5.02], [-0.66, -2.96, 6.83], [-7.34, -3.78, -3.59], [-4.98, 6.37, -8.61], [3.23, 4.26, 6.53], [-7.70, -0.21, -1.34], [-1.84, 0.68, -1.67], [-5.51, -3.59, -4.92], [-0.88, -6.30, -2.18], [8.78, -4.31, -1.39], [2.18, 3.98, 6.45], [1.22, -7.47, -1.55], [1.83, -4.79, -2.57], [-2.73, 7.09, -6.22], [-0.21, 1.36, -0.46], [7.06, -3.08, -0.38], [5.45, 1.92, 7.93], [-0.52, -5.36, 5.07], [-6.81, -2.08, -2.16], [9.65, -1.37, -0.12], [-4.07, 6.29, -8.01], [8.82, -4.10, -2.46], [0.71, 2.52, -0.21], [-0.43, 0.95, 0.83], [0.03, -2.74, 4.84], [0.53, 2.74, 1.17], [0.35, 3.42, -0.71], [0.21, -6.56, -3.61], [-4.69, 6.56, -6.72], [8.06, -5.11, -1.25], [-4.13, 7.92, -5.03], [1.77, 2.30, -0.34], [-6.22, -3.27, -4.01], [-1.01, -4.20, 2.93], [-3.29, 6.94, -8.42], [6.70, -1.83, -0.67], [4.68, 4.02, 4.82], [-6.57, -2.45, -1.17], [9.75, -4.80, -1.26], [-8.36, -3.41, -1.74], [-1.13, 2.19, -2.13], [5.71, 3.75, 7.91], [0.93, -3.89, 5.83], [-6.15, -0.07, -1.70], [-2.06, -4.60, 6.15], [5.44, 4.26, 3.83], [-5.12, 8.48, -5.64], [7.71, -1.09, -0.56], [3.28, 2.20, 6.96], [3.75, 4.86, 5.34], [-8.71, -2.25, -2.96], [3.99, 2.99, 6.69], [0.11, -6.18, -2.59], [-2.46, -3.43, 3.64], [-7.04, -0.54, -2.14], [-7.40, -0.26, -3.13], [0.74, -4.83, -2.49], [-5.57, 9.53, -5.29], [-0.07, 1.54, 2.89], [-1.46, 1.62, -1.26], [-1.15, -4.47, 5.08], [-5.45, 7.76, -6.79], [4.48, 3.01, 8.86]], "smiles": "C[C@H]1COC(=O)O1.C[C@H]1COC(=O)O1.C[C@H]1COC(=O)O1.C[C@H]1COC(=O)O1.C[C@H]1COC(=O)O1.C[C@H]1COC(=O)O1.BrCCBr", "total_charge": 0, "spin_multiplicity": 1, "e_lumo_ev": 0.063, "relative_energy_kcal_mol": 72.41}

=====

Entry 2:
{"formula": "C2H8N2O2", "method": "ωB97M-V/def2-TZVPD", "elements": ["O", "H", "C", "C", "H", "H", "H", "H", "H", "H", "N", "O", "H", "N"], "coordinates": [[-2.22, 0.87, 1.30], [-1.08, 0.00, -2.51], [0.71, -0.56, 0.29], [-0.30, -0.49, -1.92], [0.10, -0.77, 1.19], [-2.05, 0.25, 2.00], [2.67, -0.20, 0.00], [-0.66, 0.95, -0.49], [0.98, -1.52, -0.13], [-2.40, 1.76, 1.59], [-0.10, 0.14, -0.70], [0.39, -1.41, -2.28], [1.98, 0.98, 0.92], [1.99, -0.02, 0.73]], "smiles": "NCNC=O.O", "total_charge": 0, "spin_multiplicity": 1, "e_lumo_ev": 0.509, "relative_energy_kcal_mol": 23.44}

=====

Entry 3:
{"formula": "C3H4F2", "method": "ωB97M-V/def2-TZVPD", "elements": ["H", "H", "C", "F", "H", "F", "H", "C", "C"], "coordinates": [[-2.68, -0.99, -0.37], [1.75, 1.66, 0.26], [-1.59, -0.96, -0.38], [2.39, -0.07, -0.57], [1.79, 0.11, 1.36], [-1.42, 1.37, 0.04], [-1.08, -1.88, -0.55], [1.79, 0.60, 0.41], [-0.95, 0.16, -0.21]], "total_charge": 0, "spin_multiplicity": 1, "e_lumo_ev": [0.449, -0.295], "relative_energy_kcal_mol": 106.04}

=====

Entry 4:
{"formula": "C4H13NO2", "method": "ωB97M-V/def2-TZVPD", "elements": ["C", "H", "H", "H", "C", "H", "H", "H", "C", "H", "H", "O", "H", "N", "H", "O", "C", "H", "H", "H"], "coordinates": [[-1.66, -0.66, 0.19], [2.53, 1.15, 2.89], [-0.12, 1.74, -1.32], [-2.04, 1.14, 1.36], [0.16, 0.87, -0.72], [1.18, 0.54, -0.91], [-2.75, -0.72, 0.14], [-1.02, -0.17, 2.27], [-1.22, 0.34, 1.31], [1.50, -2.49, -2.57], [-0.13, 2.06, 0.92], [2.10, -2.02, -1.98], [1.47, 0.41, 2.01], [-0.11, 1.06, 0.72], [-1.22, -1.66, 0.39], [2.40, 0.47, 2.22], [-0.93, -0.20, -1.05], [-1.64, 0.34, -1.73], [-0.65, -1.03, -1.70], [2.15, -1.17, -2.45]], "total_charge": 1, "spin_multiplicity": 2, "e_lumo_ev": [-3.525, -8.323], "relative_energy_kcal_mol": 38.75}

=====

Entry 5:
{"formula": "C25H27N3O4", "method": "ωB97M-V/def2-TZVPD", "elements": ["H", "C", "C", "C", "H", "H", "C", "N", "H", "H", "H", "H", "C", "H", "H", "H", "H", "C", "C", "C", "H", "H", "C", "H", "H", "H", "C", "H", "C", "C", "C", "C", "N", "C", "H", "O", "H", "O", "C", "C", "H", "N", "H", "C", "C", "C", "C", "H", "H", "H", "H", "H", "O", "C", "C", "C", "O", "H", "C"], "coordinates": [[-4.01, 3.02, 0.22], [-3.43, 2.10, 0.29], [2.04, -0.30, 1.22], [-4.31, 0.91, 0.05], [3.70, -5.18, -0.86], [1.94, 4.49, -1.38], [4.44, -0.25, 0.61], [3.60, 1.88, -0.26], [-3.54, 2.08, 2.46], [4.72, -3.00, -0.35], [-7.45, -0.21, 0.68], [-1.90, -2.15, -0.89], [-6.43, -0.22, 0.33], [5.11, -0.57, 1.41], [-0.12, -3.82, 0.53], [-4.21, -2.25, -1.20], [3.58, 0.66, -1.98], [0.96, -1.17, 1.15], [1.74, -4.62, -0.20], [-1.91, -1.30, -1.58], [-6.52, -2.23, -0.41], [-2.64, 2.13, -0.46], [4.33, 1.28, 0.70], [3.08, 2.87, -2.84], [2.08, 0.65, -1.02], [-2.07, 2.85, 1.80], [1.49, -2.41, 0.63], [-0.88, -1.02, -1.80], [-3.79, -0.24, -0.57], [2.90, 1.27, -1.38], [3.31, 3.30, -0.16], [-5.62, 0.90, 0.49], [-2.05, 0.79, 1.85], [-0.41, -0.87, 1.43], [3.16, 3.57, 0.89], [4.88, 1.89, 1.59], [-2.57, -0.06, 2.01], [-0.06, 1.50, 1.02], [3.67, -3.17, -0.16], [2.07, 3.47, -1.02], [2.05, 0.70, 1.60], [3.16, -0.89, 0.75], [-6.02, 1.78, 0.97], [2.86, -2.18, 0.37], [0.93, -3.64, 0.33], [2.34, 2.47, -2.14], [-0.80, 0.62, 1.41], [1.44, 2.20, -2.70], [1.33, -5.59, -0.43], [4.15, 3.88, -0.55], [-2.42, -1.58, -2.51], [1.18, 3.16, -0.46], [-1.29, -1.70, 1.60], [-4.60, -1.36, -0.73], [3.09, -4.39, -0.44], [-2.78, 2.02, 1.68], [-2.49, -0.17, -0.99], [4.88, -0.54, -0.35], [-5.91, -1.35, -0.28]], "smiles": "COc1ccccc1CCNC(=O)C(=O)c1cn(CC(=O)N2CCCC2)c2ccccc12", "total_charge": 0, "spin_multiplicity": 1, "e_lumo_ev": 0.088, "relative_energy_kcal_mol": 13.28}

=====

Entry 6:
{"formula": "C16H22F2O15", "method": "ωB97M-V/def2-TZVPD", "elements": ["H", "H", "H", "O", "O", "O", "C", "O", "O", "C", "H", "H", "C", "C", "C", "C", "O", "O", "C", "H", "C", "H", "C", "H", "H", "F", "C", "O", "O", "O", "C", "H", "C", "O", "H", "F", "H", "O", "H", "H", "C", "H", "C", "H", "H", "O", "H", "C", "H", "O", "H", "O", "H", "C", "H"], "coordinates": [[17.30, -12.86, 16.08], [18.60, -12.24, 17.00], [25.46, -21.48, 14.09], [18.36, -17.78, 17.54], [21.09, -13.92, 17.64], [23.23, -18.95, 18.94], [23.01, -17.60, 18.95], [16.71, -17.64, 16.05], [19.21, -14.83, 16.65], [19.67, -18.24, 17.52], [21.39, -19.49, 23.83], [23.21, -21.87, 13.24], [24.51, -19.17, 18.43], [23.35, -21.81, 14.32], [19.48, -19.44, 16.68], [23.04, -19.68, 14.85], [22.41, -18.64, 15.06], [24.03, -16.89, 18.43], [20.52, -14.59, 16.72], [22.67, -14.26, 15.25], [18.13, -14.34, 17.47], [24.70, -17.75, 16.79], [20.59, -18.94, 23.35], [18.55, -14.37, 18.48], [24.39, -19.89, 17.61], [21.73, -19.56, 21.48], [22.45, -15.31, 15.41], [19.44, -19.81, 23.09], [17.79, -19.41, 21.51], [21.06, -15.36, 15.74], [21.03, -18.53, 21.93], [16.94, -12.60, 17.69], [24.67, -21.23, 14.80], [22.04, -17.03, 19.45], [20.32, -18.11, 24.01], [19.08, -20.35, 17.50], [21.63, -17.63, 22.03], [22.40, -20.90, 14.62], [25.19, -19.49, 19.21], [20.26, -17.48, 17.01], [24.92, -17.81, 17.85], [17.28, -15.02, 17.39], [18.91, -19.28, 21.94], [20.13, -18.43, 18.49], [20.40, -19.67, 16.15], [19.80, -18.47, 21.28], [25.13, -21.68, 15.68], [17.77, -12.94, 17.06], [25.93, -17.45, 18.09], [24.38, -19.86, 15.00], [23.22, -22.82, 14.72], [18.51, -18.96, 15.76], [22.63, -15.97, 14.56], [17.79, -18.06, 16.42], [23.08, -15.69, 16.22]], "smiles": "O=C1OC[C@@H](F)O1.O=C1OC[C@@H](F)O1.CCOC(=O)OC.O=C1OCCO1.O=C1OCCO1", "total_charge": 0, "spin_multiplicity": 1, "e_lumo_ev": 0.029, "relative_energy_kcal_mol": 59.35}

=====

Entry 7:
{"formula": "C7H17N", "method": "ωB97M-V/def2-TZVPD", "elements": ["H", "C", "C", "C", "H", "H", "H", "C", "H", "H", "H", "C", "H", "H", "N", "H", "H", "H", "C", "H", "H", "C", "H", "H", "H"], "coordinates": [[-0.11, -1.94, 2.02], [1.12, 2.39, -0.41], [-1.31, -1.66, -0.12], [-0.25, -0.73, 0.38], [-1.04, -0.44, 2.42], [-2.20, -0.88, -0.11], [0.71, -0.43, 2.46], [-0.15, -0.85, 1.93], [0.50, 3.18, 0.04], [2.49, 2.58, 1.41], [-0.80, -1.48, -2.19], [0.21, 1.28, -0.97], [1.56, 1.08, 1.15], [-2.16, -2.51, -1.89], [-0.57, 0.64, 0.04], [3.02, 1.45, 0.28], [-0.38, 1.82, -1.73], [0.86, 0.57, -1.51], [-1.18, -2.24, -1.51], [-2.72, -0.16, -0.32], [-0.49, -3.08, -1.47], [2.09, 1.89, 0.66], [-1.65, -2.41, 0.60], [0.75, -1.01, 0.03], [1.68, 2.96, -1.17]], "total_charge": 0, "spin_multiplicity": 1, "e_lumo_ev": -1.203, "relative_energy_kcal_mol": 153.52}

=====

Entry 8:
{"formula": "Br3O2P", "method": "ωB97M-V/def2-TZVPD", "elements": ["P", "O", "Br", "Br", "O", "Br"], "coordinates": [[0.51, -0.14, 0.23], [1.81, 0.88, 0.68], [-0.55, -0.66, 2.03], [0.82, -1.59, -1.33], [-0.47, 0.94, -0.34], [-2.13, 0.57, -1.27]], "total_charge": 0, "spin_multiplicity": 3, "e_lumo_ev": [-1.047, -4.534], "relative_energy_kcal_mol": 0.00}

=====

Entry 9:
{"formula": "C18H40O7S", "method": "ωB97M-V/def2-TZVPD", "elements": ["H", "C", "H", "H", "O", "H", "O", "H", "H", "H", "H", "H", "H", "H", "C", "H", "H", "H", "C", "C", "H", "H", "H", "S", "O", "H", "H", "H", "C", "H", "H", "H", "C", "C", "H", "H", "H", "O", "H", "O", "C", "C", "C", "H", "H", "C", "H", "C", "C", "H", "H", "H", "C", "O", "H", "C", "H", "C", "C", "H", "O", "H", "H", "C", "H", "H"], "coordinates": [[-3.56, -1.44, 3.06], [-1.79, 7.72, 1.37], [-2.84, 7.99, 1.37], [-1.49, -2.70, 2.70], [4.72, -6.85, -1.08], [-2.31, 5.64, 1.53], [5.83, -5.31, -2.61], [-3.18, -3.68, 0.99], [-0.61, -1.25, 2.30], [0.42, 6.41, 2.65], [5.11, -3.22, -2.18], [0.80, -1.92, -1.26], [-3.42, -2.84, -0.54], [0.08, 8.61, 2.05], [4.23, -3.73, -2.57], [-1.49, 7.66, 0.32], [4.08, -5.60, -3.50], [5.08, -4.47, -4.46], [3.30, -2.70, -3.18], [4.78, -4.77, -3.47], [-0.10, -4.49, -1.04], [1.44, 5.27, 0.78], [-1.72, -5.41, -2.21], [5.07, -5.50, -1.18], [5.82, -4.91, -0.16], [2.71, -3.16, -3.97], [-1.35, 5.00, -0.46], [-1.15, 9.78, 1.57], [1.46, -2.67, -1.69], [3.95, -2.00, -3.67], [-1.99, 6.41, 3.06], [-0.23, 4.80, 2.52], [-1.59, -1.72, 2.22], [-0.33, 4.67, -0.26], [-1.30, 8.92, 3.11], [-3.65, 0.97, 3.06], [-1.11, -2.48, 0.28], [-0.52, -6.37, -3.55], [-0.84, 0.99, 1.83], [0.73, -3.42, -2.62], [0.25, -4.63, -2.06], [0.42, 5.64, 0.65], [-1.64, 6.35, 2.03], [0.50, 6.61, 0.16], [0.18, 4.57, -1.22], [-1.93, -1.93, 0.75], [-0.38, 3.67, 0.20], [-0.22, 5.78, 2.03], [-0.90, -5.17, -2.88], [-1.99, -0.96, 0.23], [1.83, -3.26, -0.86], [1.03, -5.38, -2.05], [-2.61, -0.90, 3.01], [3.79, -4.55, -1.46], [-1.25, 1.51, 3.47], [-1.64, 1.40, 2.46], [-1.11, -7.08, -3.26], [-2.87, 0.50, 2.45], [-3.23, -2.70, 0.52], [-3.28, 0.44, 1.44], [2.53, -1.97, -2.26], [-1.28, -4.43, -3.58], [-4.09, -2.17, 0.94], [-0.99, 8.81, 2.06], [-2.27, -0.81, 4.04], [-1.88, 2.39, 2.08]], "total_charge": 0, "spin_multiplicity": 1, "e_lumo_ev": 0.594}

=====

Entry 10:
{"formula": "C4H10O2", "method": "ωB97M-V/def2-TZVPD", "elements": ["H", "H", "C", "C", "H", "H", "H", "O", "C", "H", "C", "H", "H", "H", "H", "O"], "coordinates": [[2.43, 0.82, -0.08], [0.46, 1.92, 0.48], [-0.41, 1.39, 0.07], [1.10, -0.59, -0.37], [1.18, -1.67, -0.23], [0.62, -0.15, 1.95], [-1.06, -1.86, -0.81], [2.20, -0.02, 0.33], [-0.23, -0.12, 0.22], [-1.29, 1.72, 0.63], [-1.39, -0.89, -0.43], [-2.16, -1.07, 0.32], [1.15, -0.37, -1.45], [-0.53, 1.68, -0.98], [-1.83, -0.33, -1.26], [-0.23, -0.46, 1.60]], "smiles": "CC(C)(O)CO", "total_charge": 0, "spin_multiplicity": 1, "e_lumo_ev": 0.740, "relative_energy_kcal_mol": 11.82}

=====

Entry 11:
{"formula": "C8H7N4O2", "method": "ωB97M-V/def2-TZVPD", "elements": ["N", "O", "C", "C", "C", "C", "H", "C", "H", "C", "N", "N", "O", "H", "H", "H", "H", "H", "C", "N", "C"], "coordinates": [[1.53, -0.65, 1.24], [5.34, 1.83, 0.73], [0.51, -0.54, -0.89], [2.59, -1.87, -0.40], [2.54, -1.39, 0.94], [-1.26, 1.38, 1.47], [-0.43, 0.55, 1.21], [0.58, -0.32, 0.53], [-2.88, 1.81, -1.31], [1.52, -1.47, -1.23], [-0.41, -0.10, -1.79], [-1.43, 0.58, -1.74], [3.70, 1.05, -0.65], [3.36, -1.64, 1.66], [3.35, -2.43, -0.78], [-2.53, 2.45, 0.44], [-1.15, 1.96, 2.33], [1.61, -1.63, -2.29], [4.52, 1.42, 0.03], [-2.03, 1.60, 0.50], [-2.11, 1.19, -0.83]], "total_charge": 1, "spin_multiplicity": 1, "e_lumo_ev": [-6.497, -5.497], "relative_energy_kcal_mol": 121.61}

=====

Entry 12:
{"formula": "C3H4N2O", "method": "ωB97M-V/def2-TZVPD", "elements": ["N", "C", "H", "O", "H", "C", "H", "N", "H", "C"], "coordinates": [[0.87, -1.12, 0.19], [0.83, -0.08, -0.58], [1.77, -1.60, 0.16], [-0.87, 1.30, -1.49], [1.66, 0.20, -1.25], [-0.09, 1.01, -0.46], [-0.61, -1.46, 2.16], [-1.37, 0.27, 1.01], [-1.35, 2.12, -1.26], [-0.85, -0.64, 1.52]], "total_charge": 0, "spin_multiplicity": 1, "e_lumo_ev": 0.816, "relative_energy_kcal_mol": 113.03}

=====

Entry 13:
{"formula": "C3H5FO", "method": "ωB97M-V/def2-TZVPD", "elements": ["C", "C", "H", "O", "F", "H", "H", "C", "H", "H"], "coordinates": [[-1.81, 0.57, 0.10], [1.59, -0.31, 0.15], [-0.45, -0.77, -0.87], [0.70, 0.73, -0.25], [-2.83, -0.34, -0.04], [2.67, 0.09, 0.06], [1.47, -0.67, 1.18], [-0.58, 0.22, -0.30], [-2.19, 1.56, 0.56], [1.43, -1.07, -0.60]], "smiles": "CO/C=C/F", "total_charge": 0, "spin_multiplicity": 1, "e_lumo_ev": 1.066, "relative_energy_kcal_mol": 42.44}

=====

Entry 14:
{"formula": "C7H7N2S", "method": "ωB97M-V/def2-TZVPD", "elements": ["C", "H", "C", "S", "H", "N", "N", "C", "H", "C", "H", "C", "C", "H", "H", "C", "H"], "coordinates": [[-2.07, 0.66, 1.49], [-2.79, 0.65, 2.34], [2.88, -1.16, -0.09], [3.05, 1.56, 0.24], [-3.55, 0.96, -0.12], [1.91, -2.10, -0.28], [0.91, -0.15, -0.11], [-0.10, 0.69, -0.08], [-0.09, 1.73, 0.33], [-1.47, 0.54, -0.84], [-1.37, -0.50, -1.24], [2.29, 0.06, 0.06], [-2.57, 0.83, 0.23], [-0.27, -1.97, -0.06], [-1.39, 1.29, -1.58], [0.74, -1.54, -0.22], [3.89, -1.56, -0.08]], "total_charge": -1, "spin_multiplicity": 1, "e_lumo_ev": [2.908, 2.913], "relative_energy_kcal_mol": 42.08}

=====

Entry 15:
{"formula": "C5H11NO", "method": "ωB97M-V/def2-TZVPD", "elements": ["O", "H", "C", "H", "C", "H", "C", "N", "C", "C", "H", "H", "H", "H", "H", "H", "H", "H"], "coordinates": [[1.65, -2.06, -2.76], [0.32, -1.63, -0.13], [-0.01, 1.79, 0.77], [1.72, -1.30, -2.15], [0.58, -0.60, 0.08], [-2.08, -0.08, 2.43], [-2.53, 0.01, 1.42], [2.02, -0.46, -0.40], [-0.23, 0.40, 0.40], [-1.66, 0.14, 0.35], [-0.26, 2.56, 0.02], [2.74, -0.97, 0.14], [-3.57, -0.06, 1.36], [-2.07, -0.18, -0.66], [2.27, 0.48, -0.74], [0.79, -2.35, -2.70], [0.95, 2.19, 0.90], [-0.62, 2.13, 1.67]], "total_charge": 1, "spin_multiplicity": 2, "e_lumo_ev": [-4.423, -8.325], "relative_energy_kcal_mol": 76.33}